Entry 1:
The following is a DFT calculation (the ωB97M-V functional and the def2-TZVPD basis) of the ion HO4S3 with charge -1.

```
8
Properties=species:S:1:pos:R:3:lowdin_charge:R:1
O 0.097 0.493 0.839 -0.6920
O 1.657 0.742 -0.939 -0.4148
O 0.573 -1.424 -0.653 -0.3833
O 2.359 -0.642 0.881 -0.3316
S -2.687 0.668 0.292 0.3280
S -0.820 1.062 -0.418 0.4487
S 1.299 -0.323 -0.039 0.2877
H -2.478 -0.576 0.037 -0.2426
```

Values from the calculation:
net charge: -1
largest force on an atom: 1.88 eV/A
Kohn-Sham gap: 7.9 eV
HOMO energy: -4.86 eV
calculated total energy: -1496.1867 Ha
spin multiplicity: 1

---

Entry 2:
The following is a DFT calculation (the ωB97M-V functional and the def2-TZVPD basis) of a cluster of 2 separate species, HO5S2 in total.

```
8
Properties=species:S:1:pos:R:3:lowdin_charge:R:1
O -0.775 2.826 2.569 -0.5323
O -2.628 2.560 0.785 -0.6530
O -1.489 1.140 -1.172 -0.5584
O 0.637 0.102 1.652 -0.3123
O -0.258 -0.808 1.010 -0.4872
S -1.010 2.681 1.113 0.6865
S -1.763 0.977 0.276 0.8052
H 1.188 0.399 0.892 0.0516
```

Values from the calculation:
net charge: -1
largest force on an atom: 2.69 eV/A
Kohn-Sham gap (alpha / beta): 7.0 / 7.0 eV
HOMO energy (alpha / beta): -3.48 / -3.48 eV
calculated total energy: -1173.0438 Ha
spin multiplicity: 1

---

Entry 3:
The following is a DFT calculation (the ωB97M-V functional and the def2-TZVPD basis) of the ion HO5S2 with charge -1.

```
8
Properties=species:S:1:pos:R:3:lowdin_charge:R:1
O 2.609 -1.152 0.324 -0.5623
O 2.314 1.109 -0.565 -0.5455
O -0.815 1.359 0.058 -0.6154
O -2.401 -0.524 -0.263 -0.1282
O -1.320 -1.066 0.457 -0.4820
S 1.772 -0.245 -0.467 0.5747
S -0.250 0.204 0.875 0.7761
H -1.909 0.313 -0.418 -0.0174
```

Values from the calculation:
net charge: -1
SMILES: O=S([O-])#S(=O)OO
largest force on an atom: 1.94 eV/A
Kohn-Sham gap: 7.3 eV
HOMO energy: -3.56 eV
calculated total energy: -1173.1117 Ha
spin multiplicity: 1